C41H49N8O3PSY as an isolated structure. Source: the OMol25 dataset; level of theory: wB97M-V/def2-TZVPD.

Computed properties:
- HOMO level (eV) = -4.47
- ΔE to the lowest compared entry with this formula, charge and spin (kcal/mol) = 2.9
- gap between HOMO and LUMO (eV) = 6.72
- charge = -1

CARTESIAN COORDINATES (ANGSTROEM)
Y1 -0.012 -1.085 -0.338
S1 -3.008 -2.771 0.883
P1 -1.795 0.459 1.543
O1 -0.703 -5.844 -1.841
O2 -0.310 -3.021 -1.647
O3 -0.434 0.792 -1.830
N1 -5.660 -1.743 -1.777
N2 1.146 0.400 1.077
N3 -5.250 -2.309 -0.603
N4 1.494 0.263 -2.967
N5 1.264 -0.980 -2.381
N6 1.146 -3.914 1.550
N7 -3.492 -1.549 -1.505
N8 -2.168 -1.204 -1.733
C1 1.536 -6.043 -2.486
C2 2.770 -5.530 -2.884
C3 -1.303 -5.537 -0.583
C4 -4.572 -1.290 -2.309
C5 2.951 1.887 -0.701
C6 -0.159 3.910 3.072
C7 -3.343 1.197 0.797
C8 -0.624 5.189 3.710
C9 -4.466 -0.573 -3.599
C10 1.195 3.612 2.922
C11 0.784 -2.960 1.001
C12 4.463 -0.987 2.052
C13 -3.923 -2.219 -0.384
C14 2.069 -1.905 -2.766
C15 -2.605 0.724 4.295
C16 -2.342 -0.270 3.166
C17 -1.053 2.957 2.612
C18 1.666 2.827 -4.035
C19 0.649 -3.814 -2.043
C20 -1.309 -1.283 3.646
C21 0.656 2.479 -3.140
C22 1.773 4.126 -4.500
C23 1.898 -3.312 -2.496
C24 3.116 -0.662 2.109
C25 0.542 1.085 -2.615
C26 -2.968 2.217 -0.276
C27 -0.130 4.760 -3.184
C28 1.634 2.459 2.310
C29 2.284 -1.148 3.256
C30 0.493 -5.229 -2.102
C31 -4.439 1.748 1.707
C32 4.763 0.418 0.162
C33 6.756 -0.857 1.014
C34 0.731 1.504 1.773
C35 0.875 5.098 -4.077
C36 -0.652 1.776 1.993
C37 2.559 0.170 1.124
C38 3.416 0.774 0.193
C39 2.934 -4.167 -2.904
C40 -0.238 3.457 -2.719
C41 5.301 -0.484 1.067
H1 -2.556 3.122 0.173
H2 -2.114 3.129 2.760
H3 1.879 2.047 -0.617
H4 -4.777 1.017 2.441
H5 4.862 -1.665 2.798
H6 3.185 1.688 -1.747
H7 -1.007 3.191 -2.007
H8 -1.692 -1.945 -2.264
H9 1.408 -1.688 2.912
H10 5.402 0.874 -0.588
H11 -3.346 1.483 4.054
H12 -5.907 -2.758 0.008
H13 2.904 -1.615 -3.407
H14 6.927 -1.860 1.406
H15 -1.673 -1.786 4.545
H16 -3.264 -0.806 2.915
H17 -2.083 -0.285 -2.162
H18 -4.110 2.641 2.242
H19 -0.137 5.369 4.671
H20 -3.770 0.324 0.290
H21 3.570 -6.196 -3.179
H22 2.698 2.290 2.222
H23 -5.304 2.036 1.103
H24 -4.099 0.445 -3.454
H25 3.862 -3.723 -3.245
H26 -0.547 -5.291 0.167
H27 1.947 -0.299 3.859
H28 -3.770 -1.085 -4.266
H29 2.564 4.382 -5.193
H30 7.128 -0.828 -0.011
H31 -3.857 2.498 -0.849
H32 7.369 -0.169 1.603
H33 -1.976 -4.689 -0.680
H34 -0.829 5.512 -2.838
H35 -5.447 -0.533 -4.064
H36 -0.381 -0.771 3.907
H37 -2.954 0.184 5.180
H38 -1.700 5.161 3.887
H39 1.351 -7.111 -2.473
H40 -1.854 -6.429 -0.281
H41 -2.218 1.810 -0.954
H42 -0.419 6.059 3.079
H43 3.451 2.816 -0.412
H44 1.940 4.308 3.295
H45 -1.681 1.237 4.566
H46 2.362 2.064 -4.354
H47 -1.067 -2.043 2.902
H48 2.860 -1.819 3.893
H49 0.963 6.115 -4.440